No. 1
This record from the OMol25 dataset describes an isolated ion of composition C5H6NO4S2 and charge -1 at a distorted geometry. The level of theory is ωB97M-V/def2-TZVPD.

Each line ends with the Mulliken charge.
Geometry (Å):
C  -0.82  0.58  -1.71  -1.24
C  -0.41  0.77  -0.33  1.14
S  -1.48  0.15  0.94  1.14
C  -0.79  -1.60  1.00  -0.67
O  -2.87  0.13  0.41  -0.69
O  -1.14  0.98  2.11  -0.65
O  -0.05  2.24  -0.01  -0.49
C  0.85  1.20  0.21  0.16
N  2.08  1.11  0.43  -0.54
C  2.71  -0.21  0.17  0.24
O  2.03  -1.16  -0.25  -0.72
S  4.29  -0.26  0.57  -0.47
H  -0.40  1.38  -2.37  0.37
H  -1.97  0.68  -1.75  0.32
H  -0.35  -0.38  -2.08  0.23
H  0.28  -1.39  0.56  0.15
H  -0.74  -2.05  1.91  0.42
H  -1.22  -2.18  0.20  0.31

Computed properties:
- HOMO level: -3.86 eV
- M: 208.2 Da
- Total charge: -1
- Frontier orbital gap: 6.9 eV
- Lowest unoccupied orbital energy: 3.058 eV

---

No. 2
This record from the OMol25 dataset describes an isolated ion of composition C4H14N2O and charge +3 at a distorted geometry. The level of theory is ωB97M-V/def2-TZVPD.

Each line ends with the Löwdin spin population.
Geometry (Å):
C  0.51  -0.71  -1.58  0.15
O  0.75  -2.04  -1.88  0.71
C  0.33  -0.63  0.00  0.02
C  0.11  0.82  0.47  0.00
C  -1.37  1.32  0.41  0.00
N  -1.83  2.25  1.49  0.00
N  1.54  -1.23  0.70  0.00
H  1.47  -0.15  -1.80  0.08
H  -0.35  -0.37  -2.18  0.04
H  0.89  -2.31  -2.84  0.00
H  -0.52  -1.28  0.21  0.00
H  0.71  1.53  -0.06  0.00
H  0.52  0.94  1.48  0.00
H  -1.99  0.43  0.44  0.00
H  -1.51  1.79  -0.54  0.00
H  -2.71  1.96  1.93  0.00
H  -2.07  3.15  1.07  0.00
H  -1.15  2.43  2.24  0.00
H  1.37  -2.02  1.34  0.00
H  2.07  -1.74  0.03  0.00
H  2.13  -0.55  1.17  0.00

Computed properties:
- HOMO level (spin up / spin down): -25.25 / -25.23 eV
- M: 106.2 Da
- 2S+1: 2
- <S²>: 0.754
- Total charge: +3
- Frontier orbital gap (spin up / spin down): 14.4 / 7.1 eV
- Lowest unoccupied orbital energy (spin up / spin down): -10.868 / -18.147 eV

---

ΔE to the lowest compared entry with this formula, charge and spin in kcal/mol, matching the order above: 55.6 23.0